(1)
ORCA calculation (ωB97M-V/def2-TZVPD) on one molecule with the formula C3H7NO at a distorted geometry.

Structure (XYZ):
```
12
Properties=species:S:1:pos:R:3:lowdin_charge:R:1
C 0.530 -1.759 0.263 -0.034
C -0.334 -0.631 -0.078 -0.531
C -0.526 1.782 -0.186 -0.088
H 1.331 -1.416 1.233 0.166
H 0.115 -2.570 0.821 0.054
H 1.051 -2.268 -0.557 0.082
H 1.064 0.596 -0.428 -0.012
H 0.168 2.753 -0.073 0.103
H -1.247 2.019 0.714 0.108
H -0.973 1.669 -1.271 0.110
N 0.343 0.576 0.014 0.006
O -1.522 -0.750 -0.453 0.035
```

Summary:
LUMO ... 0.9 eV
E_HOMO ... -9.81 eV
ΔE to the lowest compared entry with this formula, charge and spin ... 65.4 kcal per mole
Gap between HOMO and LUMO ... 0.393 hartree
SMILES string ... CNC(C)=O

(2)
ORCA calculation (ωB97M-V/def2-TZVPD) on a 2-piece molecular cluster, C2HIS overall at a distorted geometry.

Structure (XYZ):
```
5
Properties=species:S:1:pos:R:3:lowdin_charge:R:1
C 1.083 1.476 0.044 -0.477
C 3.929 1.656 -0.164 -0.573
S 1.077 -0.129 -0.226 0.489
I 4.528 -0.285 0.032 0.621
H -0.379 -0.179 -0.177 -0.060
```

Summary:
LUMO (spin up / spin down) ... -1.4 / -1.4 eV
E_HOMO (spin up / spin down) ... -7.43 / -7.44 eV
ΔE to the lowest compared entry with this formula, charge and spin ... 183.9 kcal per mole
Gap between HOMO and LUMO (spin up / spin down) ... 0.221 / 0.223 hartree

(3)
ORCA calculation (ωB97M-V/def2-TZVPD) on a 3-piece molecular cluster, C4H17N2O2 overall at a distorted geometry.

Structure (XYZ):
```
25
Properties=species:S:1:pos:R:3:lowdin_charge:R:1
C -0.010 0.165 -0.312 -0.119
C -1.031 1.288 -0.324 -0.184
C -0.434 2.616 0.125 -0.200
C -1.031 3.370 1.351 -0.250
N -0.221 3.402 2.614 -0.003
N -0.108 -0.679 -1.581 0.190
H 0.996 0.583 -0.305 0.126
H -0.118 -0.523 0.516 0.131
H -1.904 1.096 0.327 0.126
H -1.527 1.441 -1.283 0.116
H 0.681 2.595 0.103 0.115
H -0.424 3.382 -0.641 0.105
H -2.073 3.055 1.487 0.109
H -1.084 4.427 1.150 0.092
H -0.793 3.085 3.385 0.059
H 0.591 2.815 2.477 0.048
H 0.603 -0.404 -2.271 0.176
H -1.021 -0.636 -2.022 0.164
H 0.296 -1.613 -1.419 0.113
H 1.282 -4.259 -1.271 0.018
H 1.523 -3.325 0.016 0.052
O 1.341 -3.354 -0.928 -0.070
H 1.843 -6.223 -1.121 0.066
H 1.401 -6.383 0.377 0.070
O 1.221 -5.919 -0.449 -0.048
```

Summary:
LUMO ... -3.1 eV
E_HOMO ... -11.85 eV
ΔE to the lowest compared entry with this formula, charge and spin ... 48.6 kcal per mole
Gap between HOMO and LUMO ... 0.320 hartree
Total charge ... +1

(4)
ORCA calculation (ωB97M-V/def2-TZVPD) on a 6-piece molecular cluster, C6H24N12O6 overall at a distorted geometry.

Structure (XYZ):
```
48
Properties=species:S:1:pos:R:3:lowdin_spin:R:1
C 7.375 0.015 -19.047 0.022
O 7.135 -0.486 -20.149 0.005
N 8.438 -0.291 -18.325 0.040
N 6.492 0.780 -18.523 0.009
H 9.156 -0.843 -18.770 0.007
H 8.609 0.099 -17.409 0.091
H 5.972 1.207 -19.277 0.002
H 6.776 1.315 -17.715 0.011
C 11.219 -2.615 -20.229 0.015
O 11.605 -1.755 -20.924 0.006
N 11.053 -2.444 -18.966 0.021
N 10.932 -3.853 -20.683 0.005
H 11.724 -1.727 -18.729 0.024
H 10.665 -3.097 -18.301 0.027
H 10.929 -4.188 -21.636 0.001
H 10.507 -4.517 -20.051 0.004
C 4.068 -0.066 -21.856 0.001
O 3.635 -0.372 -20.743 0.001
N 5.351 -0.280 -22.179 0.000
N 3.534 0.653 -22.716 0.000
H 5.781 0.564 -22.527 0.000
H 5.905 -0.728 -21.463 0.000
H 2.543 0.687 -22.526 0.000
H 3.988 0.678 -23.618 0.000
C 9.293 1.319 -23.204 0.003
O 8.736 0.536 -23.863 0.000
N 10.097 2.239 -23.625 0.001
N 9.256 1.233 -21.922 0.002
H 10.571 3.030 -23.213 0.001
H 10.455 2.011 -24.542 0.000
H 8.550 0.597 -21.581 0.000
H 9.552 2.056 -21.418 0.008
C 7.513 -2.406 -13.752 0.071
O 6.907 -3.459 -13.803 0.005
N 7.992 -2.002 -14.844 0.057
N 7.870 -1.713 -12.763 0.041
H 7.986 -2.634 -15.632 0.019
H 8.687 -1.277 -14.948 0.120
H 8.350 -0.876 -13.062 0.082
H 7.819 -2.024 -11.804 0.007
C 6.283 3.431 -15.027 0.081
O 5.958 2.681 -15.856 0.023
N 5.545 3.829 -14.068 0.019
N 7.491 3.872 -14.976 0.056
H 5.929 4.271 -13.245 0.014
H 4.616 3.436 -14.021 0.005
H 8.311 3.410 -15.343 0.076
H 7.670 4.680 -14.397 0.019
```

Summary:
2S+1 ... 2
LUMO (spin up / spin down) ... 2.7 / 2.7 eV
E_HOMO (spin up / spin down) ... 0.09 / -6.53 eV
ΔE to the lowest compared entry with this formula, charge and spin ... 72.5 kcal per mole
Gap between HOMO and LUMO (spin up / spin down) ... 0.097 / 0.338 hartree
Total charge ... -1
<S²> ... 0.750